# 1
This record from the Open Molecules 2025 dataset describes a cluster of 2 separate species, C33H31ClF5N3O3 in total in a non-equilibrium geometry. The level of theory is ωB97M-V/def2-TZVPD.

Last column: Mulliken charge in e.
CARTESIAN COORDINATES (ANGSTROEM)
C  -3.24479  1.11079  2.56310  -1.19
C  -1.84253  1.55360  2.18813  0.58
O  -0.84808  0.99513  3.01087  -0.45
C  0.39065  1.46948  2.64683  0.46
C  1.51198  0.92410  3.37338  -0.47
N  2.75169  1.27520  3.14673  -0.24
C  3.78266  0.52016  3.51237  -0.89
C  5.12169  0.89091  3.28698  0.74
C  6.15908  -0.06876  3.30094  -0.52
C  7.45661  0.30628  3.10147  -0.62
C  7.77826  1.65050  2.90545  0.37
Cl  9.41160  2.11715  2.75388  -0.26
C  6.76662  2.61112  2.86500  -0.49
C  5.46369  2.23589  3.03111  -0.56
O  0.54973  2.25211  1.71740  -0.73
H  -3.98670  1.41340  1.81679  0.19
H  -3.27720  0.02630  2.67471  0.27
H  -3.55482  1.52687  3.52393  0.42
H  -1.58678  1.25978  1.16211  -0.27
H  -1.73303  2.64512  2.25375  0.33
H  1.31306  0.14557  4.09108  0.39
H  3.58249  -0.47779  3.86677  0.29
H  5.90328  -1.10354  3.44709  0.43
H  8.24419  -0.42781  3.10436  0.39
H  7.03278  3.64693  2.73654  0.40
H  4.67351  2.96520  3.00803  0.47
C  -4.86283  -2.37804  -2.20919  -1.03
N  -3.70107  -1.51318  -2.19847  0.27
C  -3.76569  -0.25467  -2.75028  0.20
O  -4.71933  0.22884  -3.31838  -0.66
C  -2.43034  0.41109  -2.48498  -0.14
C  -2.60524  1.55689  -1.49944  -0.25
C  -3.53833  2.58600  -2.01007  -0.29
C  -4.81436  2.69406  -1.47151  0.38
F  -5.16287  1.93197  -0.41225  -0.34
C  -5.72270  3.59625  -2.01249  0.39
F  -6.94626  3.71986  -1.46894  -0.29
C  -5.35536  4.38594  -3.09237  0.49
F  -6.22180  5.28246  -3.59444  -0.28
C  -4.08552  4.26302  -3.63904  0.39
F  -3.71098  5.05960  -4.65314  -0.30
C  -3.18215  3.35404  -3.10725  -0.23
F  -1.96833  3.19869  -3.66881  -0.36
N  -1.54753  -0.64468  -1.91672  0.48
C  -0.22441  -0.44175  -1.67834  0.22
C  0.60474  -1.38655  -1.12313  0.29
C  1.95421  -1.18550  -0.92179  -0.69
C  2.84167  -2.16708  -0.40425  0.90
C  4.20402  -1.85904  -0.22637  -0.33
C  5.08070  -2.79892  0.25881  -0.69
C  4.63424  -4.06956  0.57986  -0.41
C  3.30116  -4.39658  0.40689  -0.78
C  2.41399  -3.46781  -0.07680  -0.41
C  -2.35970  -1.88952  -1.66500  0.22
C  -2.47329  -2.17863  -0.17192  -1.74
C  -1.81824  -3.05842  -2.48058  -1.59
H  -5.72521  -1.81189  -2.56033  0.37
H  -4.68815  -3.22415  -2.87003  0.33
H  -5.06816  -2.74068  -1.20454  0.34
H  -2.00540  0.77565  -3.43365  0.70
H  -3.00436  1.14063  -0.57060  -0.14
H  -1.63580  2.00214  -1.25976  0.80
H  0.17900  0.51768  -1.95140  0.52
H  0.17185  -2.32272  -0.82686  -0.29
H  2.36811  -0.22921  -1.19424  0.40
H  4.55320  -0.87291  -0.48350  0.39
H  6.12184  -2.54489  0.37614  0.42
H  5.33101  -4.80678  0.94543  0.41
H  2.95491  -5.38807  0.64140  0.41
H  1.38637  -3.74828  -0.21743  0.38
H  -2.93688  -1.33079  0.32800  0.46
H  -3.09037  -3.05542  0.01619  0.46
H  -1.50451  -2.34524  0.29073  0.40
H  -1.83225  -2.80003  -3.53668  0.42
H  -0.79329  -3.30354  -2.22359  0.36
H  -2.42003  -3.95392  -2.34367  0.44

Cartesian forces (eV/Å) of the 2 atoms listed first:
C 0.238 -0.238 0.422
C -0.293 0.589 -0.456

- M (g/mol) = 648.07
- maximum force (hartree/bohr) = 0.0575
- E_HOMO (Eh) = -0.173
- energy (Ha) = -2625.476253
- net charge = 0

=====

# 2
This record from the Open Molecules 2025 dataset describes a structure of composition C29H26BHfN7O5Sb. The level of theory is ωB97M-V/def2-TZVPD.

Last column: Mulliken charge in e.
CARTESIAN COORDINATES (ANGSTROEM)
Hf  0.22555  -0.20544  0.09596  0.05
C  -1.73673  0.00411  3.20695  -1.50
C  -0.80218  1.15357  2.98782  0.95
C  -0.54792  2.03888  4.04053  -0.88
C  0.31478  3.09454  3.86866  -0.69
C  0.92706  3.27302  2.62746  -0.72
C  0.63054  2.37909  1.62382  -0.02
N  -0.21674  1.34521  1.79589  0.99
Sb  1.80174  2.78190  -0.18535  1.12
C  0.13436  2.69369  -1.52545  0.12
C  -0.18464  3.86815  -2.18037  -0.96
C  -1.20291  3.85532  -3.12060  -0.65
C  -1.85076  2.66581  -3.34671  -0.98
C  -1.50539  1.51095  -2.64196  0.93
C  -2.29009  0.27923  -2.96414  -1.11
N  -0.50485  1.51888  -1.73128  0.43
C  2.72202  0.98716  -1.06879  -0.08
C  3.99400  1.26465  -1.52415  -0.59
C  4.80095  0.20909  -1.94412  -0.70
C  4.32230  -1.07245  -1.82252  -0.89
C  3.02506  -1.29905  -1.35977  0.85
C  2.57116  -2.71002  -1.14500  -1.43
N  2.21985  -0.26543  -1.07461  1.03
H  -1.66037  -0.33499  4.23925  0.55
H  -1.54374  -0.84184  2.55139  0.14
H  -2.76576  0.33185  3.04004  0.31
H  -1.02173  1.85970  4.99497  0.56
H  0.53440  3.76347  4.68932  0.44
H  1.63185  4.07738  2.46553  0.48
H  0.36122  4.77588  -1.96401  0.49
H  -1.47847  4.75062  -3.65949  0.45
H  -2.65052  2.60401  -4.07027  0.51
H  -3.26681  0.56885  -3.34618  0.55
H  -2.43020  -0.36739  -2.11189  -0.02
H  -1.78659  -0.29234  -3.74428  0.28
H  4.37013  2.27914  -1.52114  0.48
H  5.80354  0.39204  -2.30493  0.42
H  4.94394  -1.92338  -2.06188  0.56
H  3.40111  -3.27986  -0.72873  0.57
H  2.29107  -3.17902  -2.08955  0.32
H  1.72526  -2.78332  -0.46414  0.06
O  2.44558  -2.04671  5.59998  -0.50
C  2.11309  -1.72549  4.50105  0.34
C  1.02357  -2.40377  3.63010  0.04
O  0.30399  -3.30909  3.96014  -0.57
C  1.05378  -1.64252  2.38277  0.33
C  1.94993  -0.61316  2.39606  0.83
O  2.02657  0.16788  1.36231  -0.44
C  2.66159  -0.52874  3.68764  -0.21
O  3.43932  0.31247  4.05345  -0.59
O  0.29376  -1.78784  1.28493  -0.44
B  -2.32042  -2.62031  -0.15147  -0.20
N  -1.35079  -2.54258  -1.38855  -0.08
C  -1.43670  -3.27324  -2.49435  -0.40
C  -0.47496  -2.84759  -3.40341  -1.21
C  0.16311  -1.80995  -2.75429  -0.68
N  -0.35502  -1.63198  -1.52565  0.84
N  -2.84373  -1.15853  0.06325  0.11
C  -4.11254  -0.77318  0.15520  -0.39
C  -4.15782  0.60365  0.34024  -1.29
C  -2.83003  0.98659  0.34736  -0.53
N  -2.03137  -0.08233  0.18800  0.85
H  -3.25776  -3.28682  -0.48433  -0.17
H  -1.75802  -3.01629  0.82106  -0.02
H  -2.18149  -4.04541  -2.57121  0.53
H  -0.28499  -3.22817  -4.38959  0.51
H  0.95319  -1.16985  -3.10965  0.46
H  -4.90255  -1.49850  0.07487  0.54
H  -5.02570  1.22652  0.44634  0.54
H  -2.40907  1.97323  0.45149  0.37

Cartesian forces (eV/Å) of the 2 atoms listed first:
Hf 0.313 0.500 -0.139
C 0.003 -0.075 0.049

- M (g/mol) = 863.63
- energy relative to the best compared isomer or geometry (same formula, charge and spin) (kJ/mol) = 0.00
- maximum force (hartree/bohr) = 0.0118
- E_HOMO (Eh) = -0.402
- energy (Ha) = -2193.279906
- net charge = +1

=====

# 3
This record from the Open Molecules 2025 dataset describes a structure of composition C22H65BCsN3O4 in a non-equilibrium geometry. The level of theory is ωB97M-V/def2-TZVPD.

Last column: Mulliken charge in e.
CARTESIAN COORDINATES (ANGSTROEM)
Cs  -21.30114  -17.56931  15.70604  0.94
B  -18.73481  -15.41168  11.95485  0.31
H  -17.90991  -15.25208  11.27787  -0.33
H  -18.68821  -16.43965  12.27940  -0.30
H  -18.68497  -14.71833  12.78010  -0.31
H  -19.64966  -15.23400  11.41105  -0.29
C  -22.24803  -14.75458  4.92940  -1.36
C  -20.84253  -14.74252  4.36952  -0.43
N  -19.83826  -14.57698  5.43613  0.04
C  -19.89100  -13.28758  6.20107  -0.62
C  -19.56327  -12.10249  5.30099  -1.07
C  -18.50814  -14.99693  4.93761  -0.43
C  -17.43857  -14.95783  6.00472  -1.38
H  -22.29731  -15.19048  5.92723  0.34
H  -22.85794  -15.33322  4.23564  0.41
H  -22.67607  -13.75821  5.03958  0.28
H  -20.61525  -15.72131  3.94713  0.43
H  -20.75312  -13.99144  3.58467  0.36
H  -20.78511  -13.13086  6.80448  0.34
H  -19.16493  -13.31952  7.01341  0.32
H  -18.69598  -12.20038  4.64805  0.26
H  -20.48161  -11.83770  4.77693  0.29
H  -19.28610  -11.20237  5.84967  0.41
H  -18.22232  -14.48153  4.02067  0.35
H  -18.64198  -16.03024  4.61751  0.42
H  -17.07719  -13.93540  6.11487  0.28
H  -16.60633  -15.58955  5.69420  0.40
H  -17.76737  -15.26951  6.99611  0.36
C  -23.84325  -13.51497  18.47673  -1.23
C  -23.23570  -14.01482  19.79688  -0.47
N  -21.79497  -14.28283  19.69086  0.06
C  -21.00135  -13.10594  19.47474  -0.29
C  -19.67644  -13.30277  18.84778  -1.26
C  -21.31595  -14.99422  20.91519  -0.40
C  -21.63923  -16.47145  20.91499  -1.18
H  -24.92517  -13.58319  18.36318  0.39
H  -23.43491  -14.12935  17.67429  0.28
H  -23.50163  -12.50706  18.24113  0.30
H  -23.34957  -13.22916  20.54380  0.33
H  -23.79355  -14.86486  20.18975  0.41
H  -21.50196  -12.44694  18.76535  0.28
H  -20.92990  -12.50687  20.38254  0.29
H  -19.24428  -12.33802  18.58208  0.40
H  -19.03449  -13.85941  19.53054  0.30
H  -19.73520  -13.87281  17.92058  0.26
H  -21.71520  -14.59533  21.84770  0.31
H  -20.23043  -14.98641  21.01367  0.31
H  -21.34494  -16.94622  21.85098  0.39
H  -21.11667  -16.98314  20.10678  0.22
H  -22.70434  -16.66991  20.79565  0.30
C  -21.71039  -24.94301  8.66395  -1.39
C  -20.63126  -24.79941  9.77235  -0.25
N  -19.42968  -23.98421  9.38740  -0.11
C  -18.84630  -24.62057  8.20830  -0.39
C  -17.50286  -24.08163  7.66862  -1.43
C  -18.43374  -23.95717  10.49788  -0.50
C  -18.99264  -23.20768  11.72635  -1.22
H  -21.30309  -25.59937  7.89492  0.32
H  -21.96684  -24.00033  8.18054  0.36
H  -22.63902  -25.39351  9.01436  0.39
H  -21.11983  -24.35815  10.64109  0.31
H  -20.34201  -25.81221  10.05279  0.33
H  -18.70514  -25.69793  8.29481  0.36
H  -19.55405  -24.44417  7.39832  0.39
H  -16.68906  -24.56490  8.20924  0.32
H  -17.26381  -24.36307  6.64307  0.39
H  -17.43134  -23.00976  7.85330  0.37
H  -17.56229  -23.37061  10.20698  0.36
H  -17.97501  -24.92250  10.71194  0.38
H  -18.26297  -23.29958  12.53086  0.39
H  -19.93588  -23.51447  12.17831  0.34
H  -19.08012  -22.13493  11.55410  0.29
C  -23.93447  -13.70499  11.77221  -0.46
O  -22.85254  -13.12997  12.43195  -0.50
H  -23.76841  -13.77851  10.69745  0.22
H  -24.15238  -14.67517  12.21872  0.19
H  -24.79931  -13.06882  11.96044  0.21
H  -22.08011  -13.65047  12.19948  0.32
C  -15.09867  -11.48429  12.65490  -0.55
O  -15.24124  -12.72538  13.34606  -0.50
H  -15.24541  -11.61166  11.58236  0.25
H  -15.80226  -10.70366  12.94420  0.24
H  -14.07922  -11.12484  12.79499  0.23
H  -16.05433  -13.09600  12.99515  0.32
C  -13.48022  -17.17303  10.84929  -0.50
O  -14.60757  -18.02843  11.09194  -0.51
H  -13.78095  -16.32029  10.24061  0.23
H  -13.01301  -16.76369  11.74498  0.24
H  -12.77952  -17.78893  10.28556  0.21
H  -15.38636  -17.49096  11.25388  0.32
C  -15.72274  -19.21469  16.22370  -0.49
O  -16.81176  -19.57475  17.05647  -0.51
H  -15.64237  -19.84575  15.33860  0.23
H  -15.88719  -18.19848  15.86540  0.20
H  -14.79306  -19.15400  16.78948  0.26
H  -16.49718  -20.18680  17.72581  0.31

Cartesian forces (eV/Å) of the 2 atoms listed first:
Cs 0.353 0.269 -0.281
B -0.101 0.080 0.158

- M (g/mol) = 579.50
- maximum force (hartree/bohr) = 0.0901
- E_HOMO (Eh) = -0.277
- energy (Ha) = -1387.110935
- net charge = 0

=====

# 4
This record from the Open Molecules 2025 dataset describes a structure of composition C3H4CsLiO3 in a non-equilibrium geometry. The level of theory is ωB97M-V/def2-TZVPD.

Last column: Mulliken charge in e.
CARTESIAN COORDINATES (ANGSTROEM)
O  -0.04727  -0.23367  -1.47995  -0.36
C  -0.31913  1.06940  -1.27868  0.88
C  -0.05109  -1.08255  -0.38455  0.11
O  -0.38865  1.80535  -2.27250  -0.83
O  -0.40776  1.50127  -0.08974  -0.80
C  1.08114  -1.49240  0.19092  -0.81
H  -1.04499  -1.44425  -0.10770  0.34
H  -1.48049  -1.18700  2.71812  -0.42
H  2.05600  -1.16420  -0.17455  0.26
H  1.02719  -2.21265  1.00808  0.31
Cs  0.24185  1.15577  2.84640  0.45
Li  -0.66680  3.28493  -0.97586  0.87

Cartesian forces (eV/Å) of the 2 atoms listed first:
O -0.002 0.151 -0.364
C 0.558 -0.125 0.519

- M (g/mol) = 227.91
- energy relative to the best compared isomer or geometry (same formula, charge and spin) (kJ/mol) = 49.87
- maximum force (hartree/bohr) = 0.0215
- E_HOMO (Eh) = -0.195
- energy (Ha) = -370.058041
- net charge = 0

=====

# 5
This record from the Open Molecules 2025 dataset describes a cluster of 2 separate species, C5H8ClN2O in total in a non-equilibrium geometry. The level of theory is ωB97M-V/def2-TZVPD.

Last column: Löwdin spin population.
CARTESIAN COORDINATES (ANGSTROEM)
C  1.49074  -0.04092  0.37074  0.26
C  0.09530  -2.98496  -1.13133  0.14
C  -0.37741  -0.44956  -0.68207  0.52
C  0.34789  -1.61281  -0.64390  0.49
C  -0.06214  1.86715  0.16071  0.00
N  0.35102  0.50573  -0.04363  0.05
N  1.50925  -1.31868  0.01813  0.16
O  0.89774  -3.85666  -0.97087  0.30
Cl  -1.81652  -2.74729  1.28256  0.04
H  2.26851  0.47842  0.90190  0.01
H  -0.86855  -3.12227  -1.63755  0.00
H  -1.34314  -0.24874  -1.10284  0.02
H  -1.97085  -2.83327  2.54522  0.00
H  0.66735  2.38475  0.77977  0.00
H  -0.14803  2.38808  -0.79254  0.00
H  -1.03338  1.88919  0.65597  0.00
H  2.23565  -2.00814  0.18564  0.00

Cartesian forces (eV/Å) of the 2 atoms listed first:
C 0.175 0.811 0.312
C -1.855 4.068 -0.043

- M (g/mol) = 147.59
- multiplicity = 3
- energy relative to the best compared isomer or geometry (same formula, charge and spin) (kJ/mol) = 15.21
- expectation value of S² = 2.025
- maximum force (hartree/bohr) = 0.1461
- E_HOMO (alpha / beta) (Eh) = -0.378 / -0.501
- energy (Ha) = -839.875192
- net charge = +1